No. 1
The following is a DFT calculation (the ωB97M-V functional and the def2-TZVPD basis) of a single C27H23ClN4O3S molecule.

Summary:
- DFT total energy (hartree) = -2345.85448
- frontier orbital gap (eV) = 8.11
- energy relative to the best compared isomer or geometry (same formula, charge and spin) (kJ/mol) = 5.06
- E_HOMO (Eh) = -0.315
- molar mass (Da) = 519.03
- maximum force (hartree/bohr) = 0.014

Geometry (Å):
C 4.4848 4.8902 2.0581
H 4.9239 4.8913 3.0531
C 5.1286 3.8156 1.1909
C 4.8821 2.4171 1.7627
O 3.5093 2.0726 1.7934
C 2.8802 1.6779 0.6667
C 1.5113 1.4169 0.8045
C 0.7676 0.9834 -0.2670
C 1.3716 0.7739 -1.5073
C 2.7259 1.0524 -1.6507
C 3.4746 1.5062 -0.5829
H 4.5214 1.7125 -0.7368
H 3.2018 0.9435 -2.6143
C 0.5404 0.2682 -2.6233
O -0.5918 0.6418 -2.8461
N 1.1297 -0.6826 -3.4353
N 2.1489 -1.4987 -2.9720
C 2.1730 -2.0720 -1.7473
S 3.5889 -2.5212 -1.0518
N 0.9760 -2.2330 -1.0777
C -0.2659 -2.4828 -1.6433
O -0.4178 -2.7127 -2.8177
C -1.3718 -2.3239 -0.6604
C -2.2787 -1.3275 -0.9152
C -3.2919 -1.0515 0.0348
N -3.4190 -1.7574 1.1349
C -2.5747 -2.7710 1.3839
C -2.7633 -3.5262 2.5615
C -1.9320 -4.5712 2.8522
C -0.8838 -4.9133 1.9833
C -0.6686 -4.1992 0.8360
C -1.4979 -3.1074 0.5139
H 0.1228 -4.4864 0.1575
H -0.2475 -5.7517 2.2238
H -2.0805 -5.1504 3.7513
H -3.5830 -3.2545 3.2074
C -4.2438 0.0452 -0.1740
C -3.9634 1.1183 -1.0201
C -4.8839 2.1351 -1.1894
C -6.0938 2.0849 -0.5146
C -6.3877 1.0310 0.3384
C -5.4621 0.0220 0.5065
H -5.6667 -0.8066 1.1658
H -7.3314 1.0063 0.8605
Cl -7.2468 3.3520 -0.7340
H -4.6641 2.9651 -1.8423
H -3.0208 1.1823 -1.5422
H -2.2041 -0.7540 -1.8250
H 1.0626 -2.3218 -0.0728
H 3.0489 -1.4180 -3.4322
H 0.4740 -1.1404 -4.0704
H -0.2886 0.7861 -0.1558
H 1.0590 1.5644 1.7723
H 5.4572 1.6607 1.2156
H 5.1894 2.3911 2.8120
H 6.2066 3.9756 1.1319
H 4.7193 3.8749 0.1806
H 4.6278 5.8726 1.6154
H 3.4178 4.7042 2.1534



No. 2
The following is a DFT calculation (the ωB97M-V functional and the def2-TZVPD basis) of a molecular structure, C27H23GeNO4TeTl.

Summary:
- DFT total energy (hartree) = -3915.55686
- net charge = +1
- frontier orbital gap (eV) = 7.99
- E_HOMO (Eh) = -0.409
- molar mass (Da) = 830.08
- maximum force (hartree/bohr) = 0.008

Geometry (Å):
Tl -1.2662 -0.3870 -3.7975
Ge -2.2757 0.6720 0.3185
C -0.8488 1.9131 0.5705
C 0.1953 1.7112 1.4767
C 1.1556 2.6964 1.6610
C 1.0727 3.8919 0.9558
C 0.0358 4.1031 0.0561
C -0.9249 3.1184 -0.1337
C -3.0295 -0.2895 1.7839
C -2.3232 -0.5604 2.9593
C -2.9619 -1.1714 4.0269
C -4.3087 -1.5044 3.9340
C -5.0198 -1.2298 2.7747
C -4.3838 -0.6187 1.7017
H -3.3600 1.2488 -0.5942
H 0.2871 0.7885 2.0328
H 1.9642 2.5316 2.3622
H 1.8127 4.6668 1.1186
H -0.0312 5.0364 -0.4898
H -1.7336 3.2916 -0.8355
H -1.2774 -0.2962 3.0535
H -2.4118 -1.3797 4.9365
H -4.8073 -1.9703 4.7743
H -6.0702 -1.4823 2.7070
H -4.9473 -0.4047 0.8008
C 2.9411 -0.4456 -4.0655
Te 1.6972 -0.9707 -2.4081
C 2.0340 1.0122 -1.6938
C 3.0539 1.6223 -2.6263
C 3.5756 2.8858 -2.3491
C 4.5052 3.4622 -3.1965
C 4.9224 2.7803 -4.3353
C 4.4103 1.5257 -4.6148
C 3.4764 0.9367 -3.7609
H 2.3542 -0.4665 -4.9821
H 3.7376 -1.1818 -4.1521
H 2.3916 0.9577 -0.6675
H 1.0967 1.5659 -1.6936
H 3.2469 3.4142 -1.4604
H 4.9112 4.4399 -2.9683
H 5.6526 3.2258 -4.9994
H 4.7380 0.9911 -5.4999
O -1.8380 -2.3502 -2.2040
C -1.6300 -1.8436 -1.1098
O -1.5979 -0.5286 -0.9908
C -1.3507 -2.7001 0.0779
C -1.8764 -3.9884 0.1246
C -1.5569 -4.8324 1.1744
C -0.6924 -4.4056 2.1730
C -0.1773 -3.1279 2.0982
C -0.4865 -2.2634 1.0686
N 0.7329 -2.6615 3.1691
O 1.0225 -1.4753 3.1844
O 1.1089 -3.4735 3.9796
H -2.5428 -4.3131 -0.6642
H -1.9684 -5.8315 1.2131
H -0.4117 -5.0483 2.9955
H -0.0222 -1.2875 1.0299



What did the second record say?
The following is a DFT calculation (the ωB97M-V functional and the def2-TZVPD basis) of a molecular structure, C27H23GeNO4TeTl.

Summary:
- DFT total energy (hartree) = -3915.55686
- net charge = +1
- frontier orbital gap (eV) = 7.99
- E_HOMO (Eh) = -0.409
- molar mass (Da) = 830.08
- maximum force (hartree/bohr) = 0.008

Geometry (Å):
Tl -1.2662 -0.3870 -3.7975
Ge -2.2757 0.6720 0.3185
C -0.8488 1.9131 0.5705
C 0.1953 1.7112 1.4767
C 1.1556 2.6964 1.6610
C 1.0727 3.8919 0.9558
C 0.0358 4.1031 0.0561
C -0.9249 3.1184 -0.1337
C -3.0295 -0.2895 1.7839
C -2.3232 -0.5604 2.9593
C -2.9619 -1.1714 4.0269
C -4.3087 -1.5044 3.9340
C -5.0198 -1.2298 2.7747
C -4.3838 -0.6187 1.7017
H -3.3600 1.2488 -0.5942
H 0.2871 0.7885 2.0328
H 1.9642 2.5316 2.3622
H 1.8127 4.6668 1.1186
H -0.0312 5.0364 -0.4898
H -1.7336 3.2916 -0.8355
H -1.2774 -0.2962 3.0535
H -2.4118 -1.3797 4.9365
H -4.8073 -1.9703 4.7743
H -6.0702 -1.4823 2.7070
H -4.9473 -0.4047 0.8008
C 2.9411 -0.4456 -4.0655
Te 1.6972 -0.9707 -2.4081
C 2.0340 1.0122 -1.6938
C 3.0539 1.6223 -2.6263
C 3.5756 2.8858 -2.3491
C 4.5052 3.4622 -3.1965
C 4.9224 2.7803 -4.3353
C 4.4103 1.5257 -4.6148
C 3.4764 0.9367 -3.7609
H 2.3542 -0.4665 -4.9821
H 3.7376 -1.1818 -4.1521
H 2.3916 0.9577 -0.6675
H 1.0967 1.5659 -1.6936
H 3.2469 3.4142 -1.4604
H 4.9112 4.4399 -2.9683
H 5.6526 3.2258 -4.9994
H 4.7380 0.9911 -5.4999
O -1.8380 -2.3502 -2.2040
C -1.6300 -1.8436 -1.1098
O -1.5979 -0.5286 -0.9908
C -1.3507 -2.7001 0.0779
C -1.8764 -3.9884 0.1246
C -1.5569 -4.8324 1.1744
C -0.6924 -4.4056 2.1730
C -0.1773 -3.1279 2.0982
C -0.4865 -2.2634 1.0686
N 0.7329 -2.6615 3.1691
O 1.0225 -1.4753 3.1844
O 1.1089 -3.4735 3.9796
H -2.5428 -4.3131 -0.6642
H -1.9684 -5.8315 1.2131
H -0.4117 -5.0483 2.9955
H -0.0222 -1.2875 1.0299